Entry from OMol25: a structure of composition C8H17N4OS in a non-equilibrium geometry (wB97M-V/def2-TZVPD).

```
31
Properties=species:S:1:pos:R:3:mulliken_charge:R:1
C -2.86953 1.58716 -0.71356 -1.539
H 0.05605 -1.27189 0.55552 0.322
H -2.93109 1.35621 -1.70617 0.454
H -1.41439 -0.51925 1.74705 0.451
H -3.76437 1.53263 -0.16843 0.535
H -1.48733 1.10466 1.82210 0.524
C -2.90672 -0.91401 -0.49909 -1.546
H 1.79025 -2.03594 -0.70453 0.327
H 4.87280 -1.05562 1.39401 0.335
H 1.36751 -0.73854 -1.91120 0.365
H 4.02449 -2.01341 0.32584 0.254
C -0.68671 0.08521 -0.85005 -0.120
C 4.63335 -1.15618 0.38274 -0.892
H -4.01819 -0.59188 -0.29409 0.371
C 0.14770 1.29056 -0.50379 0.541
H -0.66415 0.11441 -1.99981 0.551
N 2.35695 0.05086 0.14370 0.026
C 1.28923 0.99078 0.54767 0.099
N 1.43737 -1.12244 -0.95022 -0.159
H -2.31295 2.60323 -0.46888 0.258
H 5.50968 -1.26196 -0.07474 0.411
H -2.83043 0.00154 1.94280 0.490
S 3.84994 0.26932 -0.43760 0.087
C -1.98415 0.28551 1.40344 -1.999
N 1.55167 1.49706 1.64311 -0.488
C -2.10455 0.34817 -0.10979 1.078
H -2.91031 -1.24689 -1.46852 0.451
O 0.06019 2.41953 -0.88914 -0.479
H 2.35592 1.37041 2.21603 0.303
H -2.52865 -1.82795 0.07025 0.352
N 0.11043 -1.15130 -0.44464 -0.365
```

Properties
Kohn-Sham gap: 8.67 eV
F_max: 0.10600 Eh/bohr
2S+1: 1
calculated total energy: -27402.13646 eV
charge: +1